Entry from OMol25: a 2-piece molecular cluster, C5H12N4OS overall (ωB97M-V/def2-TZVPD).

Results
E_HOMO (spin up / spin down) in eV: -9.14 / -8.64
Energy relative to the best compared isomer or geometry (same formula, charge and spin) in kcal/mol: 74.9
Kohn-Sham gap (spin up / spin down) in eV: 7.80 / 7.84

```
23
C5H12N4OS, DFT ωB97M-V/def2-TZVPD
C 2.7765 0.7532 -0.0398
C -0.6397 2.0124 1.6599
C -0.1995 2.0490 -0.6730
C -0.9303 -2.7233 0.4118
C -0.4589 -1.5223 -1.6981
N 3.6172 1.5441 0.0264
N 1.9436 -0.1911 -0.3473
N -0.7736 1.3281 0.4101
N -0.1200 -1.7844 -0.3473
O 0.9318 -0.9669 1.8793
S 0.7005 -0.5951 0.5037
H 0.3621 2.6551 1.6978
H -1.5018 2.6797 1.6879
H -0.6281 1.2025 2.3945
H -0.1211 1.3829 -1.4933
H -0.8449 2.8492 -0.9908
H 0.9274 2.2322 -0.4796
H -1.9055 -2.3036 0.5206
H -1.0095 -3.5831 -0.2500
H -0.4684 -2.7025 1.2571
H -0.4244 -2.4660 -2.3011
H -1.4913 -1.1501 -1.7722
H 0.2579 -0.7002 -2.0565
```

Entry from OMol25: an isolated ion of composition C5H12N5O2 and charge +1 (ωB97M-V/def2-TZVPD).

Results
Total charge: +1
E_HOMO (spin up / spin down) in eV: -12.61 / -12.61
Energy relative to the best compared isomer or geometry (same formula, charge and spin) in kcal/mol: 213.8
Kohn-Sham gap (spin up / spin down) in eV: 8.76 / 8.76
SMILES: [O-]/[NH+]=C/CCCNC=[N+]1NON1

```
24
C5H12N5O2, DFT ωB97M-V/def2-TZVPD
C -2.3191 -0.1811 0.4038
C -1.9234 1.3183 0.1804
C -1.6627 -1.2232 -0.4894
C -0.5081 1.3679 0.6455
C 0.6466 -0.6010 -0.7624
N 0.4585 2.1506 0.1805
N -0.2500 -1.3533 -0.2202
N 2.2099 -1.2943 0.9028
N 1.8417 -0.4505 -0.2475
N 3.1475 -0.6683 -0.8527
O 1.7389 2.0162 0.4264
O 3.3946 -1.7438 0.1004
H -2.1844 -0.4767 1.4628
H -3.3661 -0.1464 0.2072
H -1.8991 1.4344 -0.8922
H -2.6824 2.0207 0.4965
H -2.0572 -2.2041 -0.4735
H -1.6609 -0.8635 -1.6316
H -0.2054 0.7872 1.5418
H 0.5144 0.1280 -1.5982
H 0.1352 -2.0753 0.3837
H 2.6769 -0.7419 1.6714
H 0.2394 2.6721 -0.6491
H 3.7152 0.1280 -0.7861
```

Entry from OMol25: an isolated ion of composition C5H12N5S and charge +1 (ωB97M-V/def2-TZVPD).

Results
Total charge: +1
E_HOMO in eV: -10.86
Energy relative to the best compared isomer or geometry (same formula, charge and spin) in kcal/mol: 69.3
Kohn-Sham gap in eV: 6.91

```
23
C5H12N5S, DFT ωB97M-V/def2-TZVPD
C 0.0915 -1.5181 0.1452
C -0.7904 0.4211 1.8346
C -1.0393 -0.8464 1.0229
C -0.3564 1.8588 -0.1721
C 0.6819 1.0662 -2.5254
N 0.2244 -2.7263 0.3974
N 0.6431 -0.6559 -0.7141
N -0.6005 1.5987 1.1863
N -0.9597 0.5043 3.1931
N 1.3587 -1.2529 -1.7787
S -0.6253 0.7135 -1.3382
H -1.9542 -0.5959 0.5358
H -1.3735 -1.6210 1.7281
H 0.1811 2.7148 -0.6139
H 1.5121 1.0536 -1.7865
H 0.6933 1.9204 -3.2183
H 0.6666 0.1674 -3.1604
H 0.9621 -3.3938 0.1158
H -0.5807 2.4279 1.7295
H -1.1676 -0.2197 3.8734
H -0.9906 1.4794 3.4778
H 2.2994 -0.8775 -1.9148
H 1.1240 -2.2189 -2.0177
```

Entry from OMol25: C5H12NNaOP as an isolated structure (ωB97M-V/def2-TZVPD).

Results
Total charge: +1
E_HOMO in eV: -12.29
Kohn-Sham gap in eV: 7.55

```
21
C5H12NNaOP, DFT ωB97M-V/def2-TZVPD
C 2.8525 -1.7024 -0.1300
C 2.4507 -0.5914 -0.3308
C 1.9681 0.7562 -0.5781
P 0.6222 1.0840 0.6415
O 1.6499 1.2594 1.9775
N -0.7029 0.7911 -0.5934
C -1.8503 0.0475 -0.1254
C -1.7369 -1.4399 -0.5073
H 3.1317 -2.6851 0.1696
H 2.7538 1.4967 -0.4221
H 1.5750 0.8454 -1.5889
H 0.1149 -0.0219 1.3379
H 0.1818 2.4128 0.7932
H 2.0992 2.1133 1.9894
H -0.9989 1.6873 -0.9628
H -2.0362 0.1550 0.9583
H -2.7336 0.4848 -0.6285
H -1.6639 -1.5182 -1.5917
H -2.6343 -1.9923 -0.2010
H -0.8703 -1.8947 -0.0362
Na -4.1725 -1.2876 -0.1714
```

Entry from OMol25: an isolated ion of composition C5H12NO and charge -1 (ωB97M-V/def2-TZVPD).

Results
Total charge: -1
E_HOMO in eV: -2.48
Energy relative to the best compared isomer or geometry (same formula, charge and spin) in kcal/mol: 26.2
Kohn-Sham gap in eV: 6.28
SMILES: CCCCNC[O-]

```
19
C5H12NO, DFT ωB97M-V/def2-TZVPD
C 0.7733 0.3919 0.3117
N 1.4008 -0.8891 0.3494
C 1.5514 -1.4237 1.8130
O 0.4955 -1.4935 2.6041
C -0.7801 0.3898 0.4966
C -1.3535 0.1855 -0.9150
C -0.9556 1.1319 -2.0805
H 1.1277 1.0951 -0.4609
H 1.0278 0.9970 1.1914
H 0.9035 -1.6822 -0.0440
H 2.2306 -0.6005 2.2568
H 2.0006 -2.4330 1.6630
H -0.8767 -0.4416 1.2066
H -1.0742 1.3649 0.8766
H -2.4790 0.2172 -0.9282
H -1.3461 -0.8467 -1.2919
H -0.9413 2.1671 -1.7254
H 0.0191 0.8730 -2.4933
H -1.7239 0.9971 -2.8300
```

Entry from OMol25: an isolated ion of composition C5H12NO and charge -1 (ωB97M-V/def2-TZVPD).

Results
Total charge: -1
E_HOMO in eV: -2.21
Energy relative to the best compared isomer or geometry (same formula, charge and spin) in kcal/mol: 32.6
Kohn-Sham gap in eV: 5.75
SMILES: CCCNCC[O-]

```
19
C5H12NO, DFT ωB97M-V/def2-TZVPD
C -1.6765 -0.5429 -0.2087
C -2.8328 -0.2551 -1.1852
C -0.3467 0.0198 -0.7400
N 0.7507 -0.3446 0.1431
C 1.4757 0.8043 0.7757
C 2.8218 0.2018 1.4616
O 2.9765 0.5038 2.7134
H -1.6599 -1.6097 -0.0450
H -1.8088 -0.0267 0.7439
H -3.6295 0.4451 -0.9211
H -3.3396 -1.1853 -1.4098
H -2.4467 0.1013 -2.1535
H -0.2316 -0.3152 -1.7881
H -0.3136 1.1261 -0.7337
H 1.4060 -1.0567 -0.1370
H 1.6803 1.4494 -0.1013
H 0.7880 1.1974 1.5232
H 3.6580 0.4821 0.7771
H 2.7288 -0.9949 1.2853
```

Entry from OMol25: a 2-piece molecular cluster, C5H12NO overall (ωB97M-V/def2-TZVPD).

Results
Total charge: -1
E_HOMO in eV: -2.50
Energy relative to the best compared isomer or geometry (same formula, charge and spin) in kcal/mol: 20.2
Kohn-Sham gap in eV: 6.65

```
19
C5H12NO, DFT ωB97M-V/def2-TZVPD
C -0.0618 2.3684 -0.2069
C 0.5693 1.6587 -1.4071
C 0.7259 0.1891 -1.1203
C 0.3022 -0.7498 -1.9485
H 0.6438 2.3805 0.6271
H -0.3874 3.3893 -0.4208
H -0.9057 1.7816 0.1527
H 1.5479 2.1015 -1.6130
H -0.0426 1.7737 -2.3062
H 1.1565 -0.0521 -0.1561
H 0.2874 -1.7933 -1.6654
H -0.1998 -0.4670 -2.8685
N -0.0623 -2.2988 1.1587
C -1.0025 -1.1370 1.4458
O -0.3700 -0.0109 1.7889
H 0.8522 -1.8634 1.2800
H -0.1063 -2.9083 1.9742
H -1.6222 -1.0149 0.5290
H -1.6958 -1.4985 2.2461
```

Entry from OMol25: an isolated ion of composition C5H12NO and charge -1 (ωB97M-V/def2-TZVPD).

Results
Total charge: -1
E_HOMO in eV: -2.39
Energy relative to the best compared isomer or geometry (same formula, charge and spin) in kcal/mol: 14.4
Kohn-Sham gap in eV: 6.04
SMILES: CCCCNC[O-]

```
19
C5H12NO, DFT ωB97M-V/def2-TZVPD
C 0.8588 -0.2376 0.5379
N 1.5491 0.9790 0.9529
C 0.7955 1.7448 2.0664
O 0.5441 1.0392 3.1602
C -0.4999 0.0262 -0.1038
C -0.6084 -0.3150 -1.5992
C -1.3384 -1.6105 -1.8545
H 1.4861 -0.7068 -0.2252
H 0.7957 -0.9254 1.3881
H 2.4022 0.7033 1.4278
H 1.5199 2.5654 2.2703
H -0.1114 2.0914 1.5391
H -0.7790 1.0581 0.0878
H -1.2963 -0.4944 0.4274
H -1.0597 0.5084 -2.1634
H 0.3961 -0.4059 -2.0221
H -0.8553 -2.4778 -1.4013
H -1.3937 -1.9252 -2.8967
H -2.4054 -1.6171 -1.5914
```

Entry from OMol25: an isolated ion of composition C5H12NO and charge -1 (ωB97M-V/def2-TZVPD).

Results
Total charge: -1
E_HOMO in eV: -2.33
Energy relative to the best compared isomer or geometry (same formula, charge and spin) in kcal/mol: 43.0
Kohn-Sham gap in eV: 6.18
SMILES: CCC[C@H](N)C[O-]

```
19
C5H12NO, DFT ωB97M-V/def2-TZVPD
C -1.0211 2.0030 -0.8122
O -1.1315 2.1438 -2.1796
C -0.2464 0.5793 -0.5754
C 0.3919 0.5129 0.7824
C 0.5918 -1.0020 1.4170
C -0.1361 -2.1890 0.6597
N 0.7669 0.2426 -1.6275
H -0.3731 2.8530 -0.3047
H -2.0430 1.8489 -0.3291
H -1.0954 -0.1420 -0.8182
H 1.5298 0.7627 0.8200
H -0.1026 1.0623 1.5365
H 1.6426 -1.1205 1.5344
H 0.2554 -1.0340 2.5156
H -0.2024 -3.1823 1.2193
H -1.2203 -2.1462 0.5669
H 0.5145 -2.5887 -0.1250
H 1.4894 0.9487 -1.7233
H 0.3896 0.4476 -2.5569
```

Entry from OMol25: a 2-piece molecular cluster, C5H12NO overall (ωB97M-V/def2-TZVPD).

Results
Total charge: -1
E_HOMO in eV: -3.06
Energy relative to the best compared isomer or geometry (same formula, charge and spin) in kcal/mol: 15.0
Kohn-Sham gap in eV: 7.39

```
19
C5H12NO, DFT ωB97M-V/def2-TZVPD
C 2.6545 -0.6546 -0.0094
C 2.3174 -1.5757 -0.9288
N 1.0468 -1.7057 -1.3863
H 1.9682 0.0905 0.3619
H 3.6670 -0.5695 0.3681
H 3.0627 -2.3066 -1.2451
H 0.3223 -1.0044 -0.9599
H 0.7828 -2.4583 -1.9846
C -0.7158 1.3984 -0.0101
O -0.3014 0.1211 -0.2637
C -1.5489 1.4650 1.2746
C -2.8884 0.7252 1.1635
H -1.3642 1.8102 -0.8499
H 0.1485 2.0993 0.1574
H -1.6793 2.5416 1.4615
H -1.0002 1.0644 2.1034
H -3.3617 0.6027 2.1552
H -2.7559 -0.2823 0.7774
H -3.6194 1.2335 0.5296
```

Entry from OMol25: an isolated ion of composition C5H12NO and charge -1 (ωB97M-V/def2-TZVPD).

Results
Total charge: -1
E_HOMO in eV: -2.40
Energy relative to the best compared isomer or geometry (same formula, charge and spin) in kcal/mol: 5.1
Kohn-Sham gap in eV: 6.43
SMILES: CC(C)[C@H](N)C[O-]

```
19
C5H12NO, DFT ωB97M-V/def2-TZVPD
C 1.6606 -0.0508 0.6399
O 1.9881 -0.9848 -0.2618
C 0.3163 0.6627 0.3334
C -0.8163 -0.3856 0.2928
C -1.2339 -0.8363 -1.1164
C -2.0184 0.1116 1.0749
N 0.3917 1.4606 -0.8835
H 1.5457 -0.4590 1.6888
H 2.4010 0.7766 0.7621
H 0.1010 1.3242 1.1793
H -0.4510 -1.2890 0.7763
H -1.8420 -1.7307 -1.0664
H -1.7825 -0.0150 -1.5995
H -0.3237 -1.0409 -1.6769
H -1.7814 0.0265 2.1354
H -2.8813 -0.5673 0.9815
H -2.3204 1.1180 0.7906
H 1.3450 1.7966 -0.9944
H 0.2743 0.8664 -1.6949
```

Entry from OMol25: an isolated ion of composition C5H12NO and charge -1 (ωB97M-V/def2-TZVPD).

Results
Total charge: -1
E_HOMO in eV: -2.20
Energy relative to the best compared isomer or geometry (same formula, charge and spin) in kcal/mol: 27.6
Kohn-Sham gap in eV: 6.18
SMILES: CCN[C@H](C)C[O-]

```
19
C5H12NO, DFT ωB97M-V/def2-TZVPD
C -1.6103 1.8044 -0.3650
C -0.2036 1.7574 0.2065
N -0.0582 0.4673 0.9318
C 0.2124 -2.0587 0.7927
C 0.0901 -0.7243 0.0596
C 1.2813 -0.6428 -0.9747
O 1.4515 -1.8058 -1.6094
H -2.2282 1.5752 0.5073
H -1.7716 0.9774 -1.0611
H -1.8644 2.7382 -0.8626
H 0.1019 2.5570 0.9002
H 0.5436 1.6075 -0.5786
H 0.7785 0.3612 1.4971
H 0.1340 -2.8583 0.0534
H 1.1115 -2.3304 1.4037
H -0.5839 -2.2554 1.5100
H -0.8227 -0.9094 -0.5101
H 1.2686 0.1982 -1.7184
H 2.1695 -0.4586 -0.1823
```